Entry 1:
# C35H37N6O5PdS3

C35H37N6O5PdS3 as an isolated structure (ωB97M-V with the def2-TZVPD basis set, the Open Molecules 2025 dataset).

Computed properties:
F_max (Eh/bohr): 0.0350
Charge: +1
Multiplicity: 3
Relative energy (zero: lowest compared OMol25 entry of this formula, charge and spin) (kJ/mol): 84.3

Geometry as XYZ:
```
87
Properties=species:S:1:pos:R:3:forces:R:3
Pd 0.05960 -0.34230 0.06300 -0.3703 0.9033 -0.1695
O 0.00810 0.22790 2.37610 -0.9962 -0.0898 -0.7545
S 1.03220 0.29100 3.44720 1.7636 -0.2750 -0.2368
C 2.30760 1.42530 2.68840 -0.3418 -0.0164 0.3942
C 3.77220 1.11090 2.95300 0.0641 -0.1242 -0.0648
C 4.44160 0.31680 1.82410 -0.1283 -0.0991 0.1693
C 4.71360 1.16040 0.58160 -0.3982 -0.1319 -0.4166
S 3.59860 0.81290 -0.86480 1.1062 -0.5450 0.3827
O 2.23150 0.68630 -0.28130 -0.9069 0.0834 0.1727
C 4.15290 -0.89520 -1.15330 -0.1949 0.3643 -0.0276
C 5.47620 -1.16090 -1.46600 0.0707 -0.0387 0.0047
C 5.87080 -2.47010 -1.68480 0.0067 0.1069 0.0119
C 4.94390 -3.49870 -1.62140 -0.0137 -0.0603 -0.0401
C 3.61440 -3.21900 -1.35770 0.0667 0.0423 -0.0449
C 3.21590 -1.91190 -1.12460 -0.4928 0.2236 0.1318
C 1.95120 -1.27310 3.30440 -0.3339 0.3516 0.1631
C 1.80450 -2.04080 2.16330 -0.3913 0.2061 -0.3390
C 2.50150 -3.23000 2.04480 -0.0047 0.0275 0.0356
C 3.34260 -3.63850 3.06830 0.0023 -0.0032 0.0222
C 3.45610 -2.88400 4.22640 0.0540 -0.0048 -0.0328
C 2.74860 -1.69980 4.35430 -0.0685 0.0401 -0.0380
H 2.03720 2.40840 3.07380 -0.0791 0.0048 0.0320
H 2.06920 1.38690 1.62160 -0.0563 -0.0556 0.2384
H 3.87200 0.55070 3.88390 0.1081 0.1012 0.0188
H 4.31870 2.04610 3.08920 -0.0079 0.0127 0.0927
H 3.82480 -0.54600 1.56500 0.0660 -0.0355 0.0064
H 5.38660 -0.07860 2.20010 0.0164 -0.0081 -0.0907
H 5.71690 1.00220 0.19860 0.1237 0.0813 -0.1188
H 4.59110 2.22300 0.78730 -0.0129 0.1083 -0.1325
H 6.20010 -0.36460 -1.54610 0.1083 0.1083 0.0104
H 6.90280 -2.68410 -1.91020 0.1298 -0.0275 -0.0405
H 5.26070 -4.51510 -1.79990 0.0099 -0.0867 -0.0073
H 2.88690 -4.01670 -1.34320 -0.0792 -0.0550 0.0103
H 2.16680 -1.67260 -0.93390 0.3357 -0.0887 -0.0993
H 1.11760 -1.70680 1.36770 0.5044 -0.4564 0.6455
H 2.38910 -3.83910 1.16140 -0.0057 -0.0267 -0.0669
H 3.89990 -4.55650 2.96890 0.0393 -0.1249 0.0145
H 4.08830 -3.22360 5.03210 0.0556 -0.0218 0.0801
H 2.80790 -1.11840 5.26320 0.0230 0.0430 0.1060
C -5.31420 4.27700 -3.83370 -0.1419 0.3234 0.2053
C -5.57820 4.38160 -5.30680 0.1899 -0.1824 0.1565
O -6.27310 5.20280 -5.82800 -0.1127 0.1195 -0.0434
S -4.82380 3.13940 -6.35300 0.1673 -0.2779 -0.1774
C -3.76140 2.21000 -5.25290 -0.2505 0.2955 -0.3361
C -2.45590 2.64230 -5.04640 -0.0955 -0.0464 -0.0536
C -1.61810 1.92580 -4.22030 0.0550 -0.0789 0.0610
C -2.06660 0.75680 -3.59750 -0.3670 0.3151 -0.1257
C -3.38000 0.32950 -3.81620 0.1794 0.0028 0.0525
C -4.21820 1.04960 -4.64410 -0.0197 0.0170 -0.0572
C -1.20630 0.08210 -2.69690 0.5135 -0.5731 -0.0273
C -0.38440 -0.44870 -1.96720 -0.0453 0.0148 0.4518
H -4.26730 4.07110 -3.62780 -0.0117 -0.0229 0.0608
H -5.91870 3.46310 -3.43260 0.0558 -0.0824 0.0385
H -5.61750 5.20720 -3.35680 -0.0272 0.0017 -0.0338
H -2.10790 3.54040 -5.53270 0.0207 0.0982 -0.0675
H -0.60560 2.25980 -4.04010 0.0427 -0.0192 -0.0223
H -3.73980 -0.56200 -3.32120 0.0134 -0.0595 0.0287
H -5.23020 0.71590 -4.81750 -0.0990 0.0019 -0.0287
N -4.36270 -4.05630 -2.37020 0.0379 -0.0846 -0.0865
C -3.18740 -3.56540 -1.95240 0.5203 -0.1690 -0.4626
N -2.09900 -3.74300 -2.72680 -0.2305 -0.0331 0.0447
N -3.16750 -2.94680 -0.80270 -1.2116 -0.0240 0.0807
C -2.17350 -2.42850 -0.20100 0.6518 0.1026 0.5410
N -1.36820 -1.96240 0.50340 0.1069 0.2632 -0.2112
H -4.44100 -4.59380 -3.21520 -0.0030 0.0230 0.0338
H -5.14780 -4.02640 -1.74240 0.0693 0.0392 0.0220
H -2.17430 -4.17890 -3.63150 0.0332 0.0962 0.0701
H -1.26660 -3.20870 -2.53050 -0.0122 0.1269 -0.0190
O 2.12270 6.35010 -1.93840 0.2582 -0.2249 -0.1201
C 0.89270 6.64420 -1.34200 -0.4555 0.6879 0.3594
N 0.24380 5.37840 -1.09960 0.4955 -0.0296 -0.2350
C -0.83670 5.28670 -0.30000 0.1518 -0.3703 -0.1402
O -1.32620 6.24150 0.26390 -0.2048 0.2274 0.0780
C -1.40890 3.90740 -0.14330 -0.1829 -0.2282 0.2324
C -2.78520 3.77760 0.02930 0.2719 -0.1597 -0.0193
C -3.32060 2.51930 0.24130 0.2246 0.0534 -0.0373
C -2.46110 1.43330 0.29750 -0.2933 0.0038 0.0858
N -1.14840 1.56420 0.15370 0.1949 -0.7449 -0.1099
C -0.62570 2.76080 -0.06640 0.1478 0.4786 -0.1253
H 2.55170 7.17300 -2.19370 -0.0371 -0.0522 -0.0103
H 0.26330 7.27070 -1.99770 0.1616 -0.1291 0.1511
H 1.01180 7.16400 -0.37770 -0.0776 -0.1144 -0.2440
H 0.59990 4.60100 -1.63280 -0.1707 -0.0426 0.0168
H -3.40010 4.66270 0.00110 -0.0923 0.1147 0.0190
H -4.37950 2.37920 0.37220 -0.1505 -0.0540 0.0263
H -2.82370 0.43000 0.48060 -0.0168 0.0010 -0.0290
H 0.45480 2.80340 -0.16220 -0.0263 -0.0373 -0.0162
```
Forces are in eV/Å.

Entry 2:
# C35H25CdF3N4S4Sb2

C35H25CdF3N4S4Sb2 as an isolated structure (ωB97M-V with the def2-TZVPD basis set, the Open Molecules 2025 dataset).

Computed properties:
F_max (Eh/bohr): 0.0275
Charge: -2
Energy (Ha): -4108.4991

Geometry as XYZ:
```
74
Properties=species:S:1:pos:R:3:forces:R:3
Cd 0.54052 -0.43037 0.29898 -0.2784 -1.3815 0.1083
C -1.73176 -2.78508 5.08653 -0.0648 -0.0018 0.0334
C -2.27813 -2.70039 3.81210 0.0011 -0.0046 0.0962
C -1.85498 -1.72990 2.92244 0.0159 0.1042 -0.1289
C -0.88446 -0.78983 3.29197 -0.1911 -0.1640 0.3445
C -0.33228 -0.89484 4.57875 -0.0018 0.0912 -0.1519
C -0.74583 -1.88112 5.45696 -0.0170 -0.0003 0.0695
N -0.41300 0.13735 2.37555 0.4722 0.4237 0.0295
C -0.12801 1.38620 2.71209 -0.1043 -0.5161 -0.3471
C -0.76135 2.07317 3.79657 -0.1024 0.4375 0.2690
C -0.58461 3.41182 3.98396 -0.0346 -0.3169 0.0074
C 0.28508 4.16565 3.15641 0.2423 0.1514 -0.0725
C 0.97224 3.54297 2.15879 0.0496 -0.0050 -0.0042
C 0.80146 2.15884 1.90991 -0.3904 0.2362 0.6354
N 1.47944 1.47523 0.97086 0.8730 0.7767 -0.5374
N 2.39117 2.06345 0.29574 -0.6472 0.3220 0.6921
C 2.97453 1.27745 -0.68101 0.5677 -0.7812 -0.9418
C 3.96022 1.88080 -1.47852 -0.1646 0.1236 0.2847
C 4.57874 1.14141 -2.46134 -0.0308 -0.2362 -0.1259
C 4.21565 -0.19049 -2.64325 0.0625 0.2187 0.0968
C 3.21725 -0.70595 -1.83308 -0.0138 -0.3196 -0.1136
N 2.61445 -0.00096 -0.88728 0.0932 0.7857 0.2990
H -2.06946 -3.54681 5.77906 0.0415 -0.0227 -0.0135
H -3.03782 -3.40797 3.50279 0.0188 -0.0065 -0.0366
H -2.26556 -1.69979 1.92233 0.0479 0.0455 -0.0630
H 0.44833 -0.19760 4.86119 0.0173 -0.0450 0.0293
H -0.28446 -1.95067 6.43604 -0.0163 0.0145 0.0057
H -1.44144 1.51514 4.42575 -0.0378 0.0180 -0.0255
H -1.13200 3.91439 4.77366 -0.0144 -0.0126 0.0100
H 0.40862 5.22806 3.32452 -0.0288 0.0039 -0.0142
H 1.66194 4.08289 1.52408 -0.0503 0.0248 -0.0298
H 4.20186 2.92072 -1.30438 -0.0091 -0.0043 0.0225
H 5.32856 1.59400 -3.09952 0.0245 0.0218 0.0469
H 4.68662 -0.80985 -3.39327 -0.0535 -0.0059 -0.0307
H 2.86971 -1.72839 -1.95138 -0.0795 0.0299 0.0525
S -1.91854 -2.67793 -3.85485 -0.1393 -0.0478 -0.1631
Sb -1.74877 -2.27587 -1.61210 0.3155 -0.4867 -0.0400
S -0.94992 0.06137 -1.59397 0.1637 0.1074 -0.2850
S 0.89892 -2.88443 0.76661 0.0834 0.4048 0.6443
S 0.50507 -3.37839 -1.18756 -0.4952 -0.0122 -0.8958
F -7.39422 0.66807 -4.32062 -0.0247 -0.0072 -0.0321
C -6.44316 0.73810 -3.34964 0.0935 0.0022 0.1017
C -5.11469 0.78510 -3.71058 -0.0419 -0.0023 -0.0931
C -4.15659 0.86698 -2.70796 0.0773 0.0003 0.0143
C -4.51572 0.91598 -1.36360 0.1834 -0.0693 0.1783
C -5.86998 0.82736 -1.04294 0.1043 0.0385 -0.0597
C -6.84314 0.74480 -2.02971 -0.1022 -0.0441 -0.0012
Sb -3.02879 0.99783 0.23847 -0.4823 0.1906 0.1754
C -4.56009 1.97372 1.58917 0.1609 -0.1016 -0.1114
C -5.32839 3.10313 1.30517 -0.0201 -0.0168 0.0030
C -6.20854 3.64421 2.23282 -0.0557 0.0784 -0.0427
C -6.32609 3.02798 3.46340 0.0873 -0.0925 -0.0400
F -7.18953 3.55272 4.37762 -0.0297 0.0121 0.0401
C -5.60339 1.90242 3.79190 -0.0707 0.0335 0.0964
C -4.72020 1.39070 2.84396 0.0577 -0.0067 -0.0723
C -2.29178 2.98184 -0.27568 -0.0056 -0.1866 0.0594
C -1.80386 3.26904 -1.54874 -0.0180 0.0942 0.0622
C -1.44097 4.56213 -1.90634 0.0195 0.0070 -0.0745
C -1.55572 5.56316 -0.96596 -0.0319 -0.1106 0.0434
F -1.23369 6.83968 -1.31463 0.0481 0.0375 -0.0049
C -1.97741 5.31147 0.32144 0.0330 0.1072 0.0739
C -2.34052 4.01375 0.65870 0.1092 -0.0845 -0.0621
H -4.83364 0.73270 -4.75435 0.0065 -0.0104 0.0136
H -3.10885 0.86036 -2.98531 -0.0356 -0.0263 -0.0387
H -6.17478 0.83144 -0.00531 -0.0764 0.0034 0.0176
H -7.89518 0.67547 -1.78167 0.0055 0.0126 -0.0232
H -5.23831 3.57089 0.32959 -0.0103 0.0526 0.0258
H -6.79821 4.52754 2.01733 -0.0034 -0.0185 -0.0004
H -5.72894 1.44066 4.76379 0.0012 0.0266 -0.0018
H -4.13879 0.50672 3.09543 -0.0031 0.0047 0.0371
H -1.68069 2.46996 -2.26657 -0.0508 0.0322 -0.0600
H -1.07702 4.78818 -2.90065 0.0062 0.0212 0.0130
H -2.01555 6.11673 1.04489 0.0067 -0.0089 -0.0104
H -2.65392 3.80378 1.67336 -0.0627 0.0612 0.0167
```
Forces are in eV/Å.

Entry 3:
# C5H11N2O

A 2-piece molecular cluster, C5H11N2O overall (ωB97M-V with the def2-TZVPD basis set, the Open Molecules 2025 dataset).

Computed properties:
F_max (Eh/bohr): 0.0828
Charge: +1
Relative energy (zero: lowest compared OMol25 entry of this formula, charge and spin) (kJ/mol): 512.8

Geometry as XYZ:
```
19
Properties=species:S:1:pos:R:3:forces:R:3
C -2.67906 0.53738 1.47921 -0.9799 1.4137 -0.8474
C -1.80055 -0.34374 -0.61981 3.1563 -0.3450 -2.8375
C 1.71686 -1.33263 -0.23145 0.3034 0.2739 0.0055
C 1.70827 0.83223 0.94230 0.7143 -0.2342 2.3656
C 0.42959 0.41277 -1.03756 -0.6343 2.0500 -0.9482
N -2.42652 0.14652 0.29371 -1.1025 0.1801 2.6104
N 1.13060 -0.02801 -0.03220 0.2914 -0.1917 -1.8171
O -2.26050 -0.79061 -1.76946 -2.3547 0.3277 0.8135
H -2.67301 1.63102 1.62006 -0.0928 -0.5435 0.1267
H -3.19406 -0.06625 2.22090 0.6545 -0.4096 -0.0305
H 2.50244 -1.20224 -0.99615 0.0045 -0.5557 0.6581
H 2.02917 -1.68171 0.73595 0.5790 -0.4229 0.0822
H 0.94054 -1.96062 -0.60090 -0.4648 -0.7934 -0.3281
H 1.14246 1.72988 0.87374 0.2611 1.2179 0.0064
H 1.54024 0.48186 2.01617 0.1423 -0.0015 -1.4807
H 2.82447 0.91397 0.82200 -1.1540 0.2374 -0.1399
H 0.36145 1.56619 -1.18910 -0.4714 -2.1528 0.7272
H 0.36989 -0.11567 -2.03174 0.1397 0.0988 1.5180
H -1.66229 -0.73033 -2.49568 1.0082 -0.1491 -0.4840
```
Forces are in eV/Å.

Entry 4:
# C14H17ClN5O5Ru

C14H17ClN5O5Ru as an isolated structure (ωB97M-V with the def2-TZVPD basis set, the Open Molecules 2025 dataset).

Computed properties:
F_max (Eh/bohr): 0.0248
Charge: +2
Multiplicity: 2
Relative energy (zero: lowest compared OMol25 entry of this formula, charge and spin) (kJ/mol): 13.9

Geometry as XYZ:
```
43
Properties=species:S:1:pos:R:3:forces:R:3
Ru -0.13520 -0.26453 -0.39425 0.8993 0.5575 -0.7110
C 4.53138 0.26048 -1.49822 0.0312 0.0078 0.0248
O 3.67019 -0.84272 -1.90345 -0.0284 0.0539 -0.0196
C 2.42357 -0.80047 -1.55843 0.1833 -0.1200 -0.0264
O 1.89886 0.14090 -0.92820 -0.3440 0.0230 0.4042
N 1.71791 -1.87136 -1.97538 0.0102 0.0180 0.0439
N 0.41216 -2.00813 -1.47178 -0.1534 0.0492 0.0128
H 5.52133 -0.02737 -1.82970 -0.0043 -0.0078 -0.0021
H 4.49703 0.37068 -0.41832 -0.0046 0.0020 -0.0023
H 4.21258 1.17253 -1.99530 -0.0024 -0.0048 -0.0076
H 2.19548 -2.67978 -2.35030 0.0267 0.0082 0.0044
H 0.38754 -2.74441 -0.76451 -0.0074 -0.0385 0.0075
H -0.22098 -2.24716 -2.23083 0.0097 -0.0287 -0.0143
Cl -0.08510 -0.33113 6.84002 0.0097 -0.0263 -0.0428
C 0.06776 -0.57767 5.14420 0.0092 -0.0223 0.0145
C 0.62502 -1.76873 4.65562 -0.0129 0.0053 0.0309
C 0.75766 -1.98724 3.30423 0.0071 -0.0999 0.0198
C 0.33022 -1.03488 2.37602 0.1772 -0.0123 0.0362
O 0.51027 -1.31375 1.08657 -0.3822 -0.2439 -0.0016
C -0.21844 0.17371 2.86243 0.0318 -0.0468 0.2407
C -0.63977 1.24308 2.04218 -0.3301 0.1966 -0.2461
O -0.66096 1.30247 0.78898 0.1905 -0.0772 0.0368
C -0.34260 0.38004 4.26056 0.0166 -0.0091 -0.0968
H 0.95202 -2.52340 5.35888 0.0038 0.0056 0.0003
H 1.19013 -2.90919 2.94026 -0.0056 0.0098 -0.0132
H -1.02411 2.12958 2.55287 0.0669 0.0337 -0.0089
H -0.76482 1.30606 4.62922 -0.0028 0.0121 -0.0274
C -4.33593 0.45092 -2.53719 0.0154 0.0239 0.0094
N -2.99328 1.05328 -2.63538 -0.0662 0.0656 -0.0964
C -2.71927 2.13591 -3.43075 -0.0675 -0.0742 0.0563
C -1.49348 2.69813 -3.48364 0.0800 0.0273 0.0136
C -0.45464 2.13507 -2.68264 -0.0900 0.0012 0.0060
N -0.73867 1.04426 -1.96412 -0.0405 -0.0403 -0.1151
C -1.97772 0.54319 -1.92068 0.0524 -0.2246 0.2701
O -2.08189 -0.45091 -1.12910 -0.3030 -0.0231 0.2027
N 0.76926 2.63386 -2.62427 0.0624 0.0088 -0.0422
H -5.04400 1.11607 -3.02116 0.0040 0.0026 -0.0030
H -4.59689 0.33597 -1.48890 -0.0050 -0.0114 -0.0036
H -4.34347 -0.51905 -3.02815 0.0037 -0.0065 0.0068
H -3.55192 2.51747 -4.00470 -0.0089 -0.0119 0.0025
H -1.31502 3.55795 -4.11105 0.0179 -0.0001 0.0062
H 1.01991 3.46024 -3.14133 -0.0139 0.0093 0.0020
H 1.45822 2.20783 -2.02263 -0.0359 0.0082 0.0283
```
Forces are in eV/Å.

Entry 5:
# C2H7N3O2

The molecule C2H7N3O2 (ωB97M-V with the def2-TZVPD basis set, the Open Molecules 2025 dataset).

Computed properties:
SMILES: CO/C(=N/O)NN
F_max (Eh/bohr): 0.0809
Relative energy (zero: lowest compared OMol25 entry of this formula, charge and spin) (kJ/mol): 517.4

Geometry as XYZ:
```
14
Properties=species:S:1:pos:R:3:forces:R:3
C 0.81367 2.16710 -0.31362 -0.0318 -0.6738 1.3495
O 0.02608 0.99748 -0.77163 1.6990 -0.3320 -0.3074
C 0.09538 -0.03842 0.06886 -0.4743 -1.6883 3.4006
N 0.51593 -0.01187 1.36018 -0.0531 2.4032 -3.3950
O 0.32826 -1.25603 1.94363 -0.5054 -1.6970 -3.0305
N -0.48438 -1.21887 -0.34018 1.9358 1.6649 0.4097
N -1.21049 -1.25592 -1.49995 2.0129 -1.3429 -1.7303
H 1.18081 2.91813 -1.14185 -1.1177 -1.9924 1.5744
H 0.04608 2.48377 0.39452 0.5173 1.6629 -0.1271
H 1.60405 1.75997 0.40730 -0.4933 0.7534 -1.5343
H 0.40294 -1.12467 2.83914 0.4000 0.7709 3.0933
H -0.38865 -1.96978 0.32364 -0.3346 -0.1288 -0.1796
H -0.82522 -2.03670 -2.10983 -1.1480 1.3156 0.9275
H -2.10446 -1.41419 -1.16020 -2.4069 -0.7158 -0.4507
```
Forces are in eV/Å.

Among the records above, which one has the lowest F_max? C14H17ClN5O5Ru